Density functional theory data (ωB97M-V/def2-TZVPD) for 3 unconnected molecules or ions with the total composition C5H16O2S.

The geometry in XYZ format:
```
24
Properties=species:S:1:pos:R:3:forces:R:3
C 1.786 -2.545 -0.518 0.4 0.2 -0.2
C 1.198 -1.128 -0.665 0.0 -0.2 -0.4
C 0.599 -0.596 0.644 0.6 -0.3 -0.3
C -0.702 -1.257 1.060 -0.6 0.0 -0.2
S -2.014 -1.222 -0.215 0.2 -0.1 0.2
C -2.572 0.481 0.002 0.3 0.3 -0.1
H 1.319 -3.083 0.299 -0.1 -0.1 0.2
H 1.693 -3.172 -1.409 -0.2 0.2 0.0
H 2.858 -2.512 -0.319 0.0 0.1 0.2
H 0.458 -1.150 -1.466 -0.2 0.1 0.2
H 1.964 -0.418 -1.004 0.0 -0.2 0.1
H 0.552 0.493 0.620 -0.4 0.0 0.0
H 1.348 -0.841 1.392 0.1 0.1 0.5
H -0.545 -2.307 1.323 0.0 0.1 -0.2
H -1.164 -0.786 1.927 0.3 0.0 0.2
H -3.566 0.500 0.422 -0.3 0.0 0.1
H -2.545 1.018 -0.943 -0.1 -0.1 -0.1
H -1.897 1.025 0.663 0.0 -0.1 0.1
O 0.237 2.369 -1.689 0.4 -0.4 0.3
H 0.799 1.749 -2.174 -0.3 0.1 -0.2
H 0.543 2.226 -0.779 -0.2 0.3 -0.1
O 0.058 3.377 0.953 -0.1 -0.1 0.0
H -0.563 3.690 0.284 0.1 0.1 0.1
H 0.156 4.090 1.592 0.0 0.0 -0.1
```
Forces are in eV/Å.

Values from the calculation:
relative energy (zero: lowest compared OMol25 entry of this formula, charge and spin) = 10.1 kcal per mole
HOMO level = -8.31 eV
LUMO energy = 0.0213 hartree
total charge = 0
structure (SMILES) = CCCCSC.O.O

Charges obtained by natural (NBO) population analysis, quoted in units of e: atom 1 (C): -0.616, atom 2 (C): -0.409, atom 3 (C): -0.417, atom 4 (C): -0.516, atom 5 (S): 0.166, atom 6 (C): -0.755, atom 7 (H): 0.199, atom 8 (H): 0.212, atom 9 (H): 0.205, atom 10 (H): 0.216, atom 11 (H): 0.194, atom 12 (H): 0.205, atom 13 (H): 0.204, atom 14 (H): 0.221, atom 15 (H): 0.220, atom 16 (H): 0.215, atom 17 (H): 0.230, atom 18 (H): 0.223, atom 19 (O): -0.951, atom 20 (H): 0.470, atom 21 (H): 0.479, atom 22 (O): -0.961, atom 23 (H): 0.484, atom 24 (H): 0.481